(1)
This record from the Open Molecules 2025 dataset describes a 7-piece molecular cluster, C21H63O28P7 overall in a non-equilibrium geometry. The level of theory is the ωB97M-V functional and the def2-TZVPD basis.

```
! wB97M-V def2-TZVPD RIJCOSX def2/J DEFGRID3
* xyz -1 2
C -0.63 3.97 5.95
O -0.88 4.32 4.62
P -0.45 3.26 3.38
O -0.40 1.86 3.79
O -1.32 3.63 2.06
C -1.86 4.94 1.83
O 1.05 3.84 3.08
C 1.91 3.16 2.28
H -0.75 2.92 6.22
H -1.30 4.66 6.45
H 0.41 4.19 6.17
H -2.94 4.98 1.73
H -1.63 5.27 0.82
H -1.46 5.68 2.52
H 2.07 2.10 2.48
H 2.93 3.51 2.41
H 1.62 3.44 1.27
C 4.38 6.21 6.94
O 3.32 6.84 6.19
P 3.55 6.69 4.61
O 3.85 5.33 4.19
O 4.78 7.74 4.44
C 5.69 7.54 3.35
O 2.29 7.46 4.01
C 2.13 8.81 4.36
H 4.04 5.30 7.44
H 4.68 6.86 7.76
H 5.29 6.17 6.34
H 5.18 6.97 2.57
H 6.57 7.18 3.87
H 6.04 8.49 2.95
H 2.26 9.49 3.52
H 2.69 9.27 5.17
H 1.08 8.86 4.66
C 0.79 5.40 12.08
O -0.22 6.37 11.88
P 0.01 7.68 10.95
O -1.23 8.52 10.86
O 0.61 7.18 9.49
C -0.09 6.38 8.55
O 1.25 8.42 11.62
C 2.64 8.17 11.16
H 1.37 5.31 11.16
H 0.35 4.40 12.15
H 1.54 5.67 12.82
H -1.03 6.00 8.94
H 0.31 5.41 8.24
H -0.33 6.98 7.67
H 3.29 9.04 11.09
H 2.75 7.42 10.37
H 3.08 7.72 12.05
C -2.28 2.84 10.95
O -0.93 2.29 10.64
P -0.40 0.81 11.05
O -1.13 0.13 12.14
O -0.39 0.02 9.59
C -0.03 0.40 8.33
O 1.23 1.10 11.25
C 1.66 1.79 12.36
H -2.02 3.78 11.44
H -2.84 2.23 11.66
H -2.86 3.03 10.05
H -0.94 0.66 7.79
H 0.55 -0.39 7.85
H 0.53 1.33 8.18
H 0.92 1.99 13.14
H 2.25 2.68 12.13
H 2.33 1.06 12.81
C 1.97 4.32 -2.24
O 1.36 3.84 -3.43
P 1.78 2.46 -4.01
O 1.31 2.20 -5.40
O 3.37 2.30 -3.73
C 4.36 2.99 -4.46
O 1.12 1.33 -3.07
C -0.24 1.57 -2.54
H 1.16 4.88 -1.77
H 2.89 4.91 -2.36
H 2.32 3.62 -1.47
H 4.04 3.63 -5.28
H 5.01 2.28 -4.97
H 4.97 3.62 -3.82
H -0.50 0.67 -1.98
H -1.14 1.65 -3.16
H -0.13 2.39 -1.83
C -4.33 4.96 4.93
O -4.14 4.66 6.29
P -4.17 5.84 7.39
O -5.43 6.62 7.27
O -3.81 5.03 8.83
C -4.19 5.73 10.00
O -2.93 6.85 7.26
C -3.03 8.24 7.11
H -4.52 6.03 4.86
H -5.26 4.55 4.54
H -3.44 4.78 4.32
H -4.64 6.71 9.86
H -3.27 5.91 10.56
H -4.81 5.10 10.64
H -3.44 8.37 6.11
H -2.03 8.63 7.31
H -3.68 8.80 7.78
C -2.34 8.96 0.83
O -1.13 8.37 1.24
P 0.20 8.44 0.29
O 0.43 9.71 -0.43
O 1.38 7.90 1.21
C 2.66 8.02 0.75
O 0.11 7.16 -0.76
C -0.87 7.14 -1.78
H -3.24 8.36 0.92
H -2.38 9.34 -0.19
H -2.48 9.89 1.37
H 2.82 8.82 0.04
H 3.00 7.04 0.41
H 3.40 8.22 1.53
H -1.32 6.15 -1.82
H -0.43 7.40 -2.74
H -1.60 7.91 -1.53
*
```

Its orbital gap (alpha / beta) is 1.37 / 10.72 eV. The highest occupied orbital energy (alpha / beta) is 0.015 / -0.323 Eh. As for the expectation value of S²: 0.750. The energy above the lowest of the compared OMol25 structures with the same formula, charge and spin is 5.2 kcal per mole.

Löwdin atomic charge list, values in e, 4 entries: C -0.119; O -0.249; P 0.513; O -0.231


(2)
This record from the Open Molecules 2025 dataset describes a 9-piece molecular cluster, C21H64BNO7 overall in a non-equilibrium geometry. The level of theory is the ωB97M-V functional and the def2-TZVPD basis.

```
! wB97M-V def2-TZVPD RIJCOSX def2/J DEFGRID3
* xyz 0 1
N 1.73 2.14 -2.46
H 2.43 2.85 -2.30
H 1.04 2.31 -3.18
H 1.28 1.98 -1.58
H 2.11 1.24 -2.73
B 0.56 0.87 -0.02
H 1.39 1.55 -0.19
H 0.61 0.02 -0.68
H 0.51 0.61 1.02
H -0.33 1.44 -0.24
C 3.54 -2.37 -4.30
C 2.32 -1.61 -3.79
C 1.68 -2.25 -2.52
O 2.73 -0.28 -3.39
H 3.13 -3.28 -4.74
H 4.29 -2.70 -3.58
H 4.07 -1.75 -5.02
H 1.56 -1.54 -4.56
H 2.37 -2.26 -1.69
H 1.50 -3.31 -2.69
H 0.75 -1.83 -2.12
H 3.45 -0.36 -2.76
C -3.26 1.19 0.53
C -2.43 0.75 1.76
C -3.34 0.50 2.90
O -1.58 -0.41 1.56
H -3.69 2.19 0.60
H -4.14 0.56 0.36
H -2.62 1.28 -0.35
H -1.81 1.59 2.05
H -4.01 -0.33 2.66
H -3.96 1.38 3.06
H -2.82 0.29 3.83
H -0.77 0.00 1.25
C -1.69 0.91 -3.29
C -1.21 1.37 -4.66
C -2.31 2.11 -5.41
O -0.13 2.28 -4.65
H -1.99 1.77 -2.67
H -0.90 0.39 -2.76
H -2.53 0.22 -3.28
H -0.84 0.46 -5.14
H -2.69 2.99 -4.89
H -3.11 1.38 -5.53
H -1.93 2.44 -6.37
H 0.19 2.41 -5.54
C 2.81 -0.33 2.93
C 2.91 -1.39 1.88
C 1.77 -2.38 1.84
O 2.91 -0.77 0.61
H 3.52 0.49 2.80
H 2.80 -0.74 3.94
H 1.81 0.10 2.89
H 3.93 -1.77 1.96
H 1.79 -2.88 0.87
H 0.78 -1.95 1.93
H 1.91 -3.07 2.67
H 2.11 -0.25 0.48
C 1.45 5.85 0.80
C 1.37 4.30 0.85
C 1.09 3.76 2.26
O 0.18 4.00 0.09
H 1.68 6.12 -0.23
H 2.23 6.24 1.45
H 0.52 6.29 1.16
H 2.27 3.86 0.42
H 1.88 4.18 2.90
H 1.25 2.69 2.14
H 0.13 3.98 2.73
H 0.09 3.04 0.07
C -0.49 -2.00 6.10
C -0.33 -1.92 4.61
C -1.47 -2.70 3.82
O -0.36 -0.57 4.16
H -0.25 -3.01 6.44
H -1.47 -1.67 6.41
H 0.30 -1.37 6.52
H 0.67 -2.28 4.37
H -1.38 -2.77 2.73
H -2.42 -2.18 3.97
H -1.66 -3.68 4.27
H -0.78 -0.62 3.29
C -2.35 -2.07 -1.64
C -2.32 -3.14 -0.62
C -0.85 -3.53 -0.28
O -2.95 -2.70 0.53
H -2.00 -1.12 -1.23
H -3.38 -2.04 -1.98
H -1.82 -2.26 -2.58
H -2.84 -4.01 -1.01
H -0.53 -4.21 -1.07
H -0.89 -4.21 0.56
H -0.17 -2.69 -0.12
H -2.61 -1.85 0.81
*
```

Its orbital gap is 9.22 eV. The highest occupied orbital energy is -0.339 Eh. The energy above the lowest of the compared OMol25 structures with the same formula, charge and spin is 70.3 kcal per mole.

Löwdin atomic charge list, values in e, 4 entries: N 0.312; H 0.149; H 0.088; H 0.025


(3)
This record from the Open Molecules 2025 dataset describes a 12-piece molecular cluster, C21H64F6O11P overall in a non-equilibrium geometry. The level of theory is the ωB97M-V functional and the def2-TZVPD basis.

```
! wB97M-V def2-TZVPD RIJCOSX def2/J DEFGRID3
* xyz 0 2
P -0.53 0.34 -0.52
F 0.05 1.39 -1.58
F 0.84 -0.49 -0.57
F 0.04 1.28 0.61
F -1.08 -0.76 0.54
F -1.97 1.15 -0.40
F -1.12 -0.54 -1.71
C 1.96 4.42 -0.76
O 0.82 5.19 -0.37
H 2.66 4.30 0.06
H 1.71 3.41 -1.10
H 2.51 5.03 -1.48
H 0.30 4.68 0.25
C -4.96 1.46 -1.00
O -4.47 0.31 -0.26
H -6.05 1.52 -1.03
H -4.63 2.34 -0.45
H -4.60 1.44 -2.03
H -3.57 0.49 0.00
C -1.98 4.06 1.57
O -0.67 3.64 1.38
H -2.53 3.78 0.67
H -2.34 3.67 2.52
H -2.06 5.14 1.66
H -0.61 2.81 0.90
C 3.48 1.17 -2.46
C 2.75 0.44 -3.61
C 2.61 -1.07 -3.46
O 1.48 1.00 -3.89
H 3.53 2.25 -2.58
H 4.49 0.77 -2.48
H 3.02 1.05 -1.48
H 3.31 0.63 -4.53
H 1.91 -1.40 -2.69
H 3.58 -1.46 -3.15
H 2.23 -1.42 -4.42
H 0.98 1.09 -3.08
C -3.22 -1.35 3.16
C -3.79 -0.16 3.97
C -3.08 1.20 3.64
O -5.20 -0.03 3.80
H -3.58 -2.31 3.51
H -2.14 -1.31 3.06
H -3.56 -1.22 2.13
H -3.78 -0.31 5.05
H -3.18 1.37 2.56
H -2.03 1.17 3.94
H -3.57 1.94 4.27
H -5.31 0.24 2.88
C -3.48 -3.02 -1.14
C -3.44 -3.39 -2.66
C -4.35 -2.45 -3.53
O -2.09 -3.33 -3.14
H -3.32 -1.95 -0.99
H -2.78 -3.68 -0.62
H -4.50 -3.16 -0.77
H -3.81 -4.41 -2.78
H -5.41 -2.55 -3.30
H -4.08 -2.57 -4.58
H -4.14 -1.44 -3.18
H -1.64 -2.61 -2.68
C 1.01 -4.54 -2.44
C 0.41 -4.61 -1.11
C 0.75 -5.97 -0.49
O 0.90 -3.67 -0.23
H 0.69 -3.61 -2.91
H 0.59 -5.34 -3.05
H 2.09 -4.66 -2.42
H -0.67 -4.48 -1.12
H 1.82 -6.19 -0.56
H 0.15 -6.73 -0.99
H 0.59 -5.96 0.58
H 1.13 -2.90 -0.76
C 5.24 -0.24 1.68
C 3.97 -0.93 1.42
C 4.09 -1.87 0.17
O 3.61 -1.62 2.60
H 5.09 0.51 2.46
H 5.62 0.19 0.76
H 6.05 -0.88 2.04
H 3.18 -0.21 1.24
H 3.18 -2.44 0.02
H 4.89 -2.60 0.31
H 4.19 -1.24 -0.71
H 2.68 -1.81 2.47
C 2.32 2.72 2.70
C 2.10 4.04 3.44
C 2.67 5.29 2.73
O 0.74 4.18 3.60
H 3.40 2.66 2.53
H 1.82 2.77 1.73
H 2.05 1.77 3.14
H 2.52 3.95 4.45
H 3.66 5.19 2.29
H 2.59 6.21 3.32
H 1.94 5.56 1.96
H 0.33 4.15 2.73
O 1.17 -2.29 2.16
H 0.77 -1.44 1.97
H 0.89 -2.86 1.44
O -2.10 1.06 -3.70
H -1.70 0.41 -4.28
H -2.01 0.69 -2.82
*
```

Its orbital gap (alpha / beta) is 9.44 / 3.04 eV. The highest occupied orbital energy (alpha / beta) is -0.357 / -0.357 Eh. As for the expectation value of S²: 0.755.

Löwdin atomic charge list, values in e, 4 entries: P 0.177; F -0.116; F -0.147; F -0.121


(4)
This record from the Open Molecules 2025 dataset describes a 11-piece molecular cluster, C21H64N12O11 overall in a non-equilibrium geometry. The level of theory is the ωB97M-V functional and the def2-TZVPD basis.

```
! wB97M-V def2-TZVPD RIJCOSX def2/J DEFGRID3
* xyz 0 1
C -15.50 10.80 20.27
O -14.57 11.35 21.11
N -16.33 11.45 19.52
N -15.67 9.53 20.12
H -17.13 11.02 19.10
H -16.18 12.45 19.44
H -15.26 8.86 20.86
H -16.46 9.24 19.56
C -20.37 10.32 15.59
O -21.08 11.17 14.69
N -19.77 10.71 16.68
N -20.22 9.05 15.44
H -19.71 11.74 16.80
H -19.32 10.22 17.32
H -20.67 8.61 14.62
H -19.76 8.42 16.08
C -11.31 10.63 20.67
O -9.86 10.64 20.61
N -12.00 10.21 21.71
N -12.03 11.03 19.65
H -11.47 9.80 22.48
H -13.03 10.35 21.80
H -11.53 11.52 18.86
H -13.00 11.16 19.87
C -11.88 6.28 20.13
O -12.06 5.53 21.22
N -11.30 5.82 19.06
N -12.22 7.51 20.03
H -10.98 4.82 19.07
H -11.60 6.24 18.16
H -12.80 7.94 20.83
H -12.29 8.08 19.16
C -18.41 8.28 18.02
O -17.98 9.58 18.43
N -17.64 7.51 17.32
N -19.60 7.78 17.97
H -16.67 7.96 17.09
H -17.89 6.65 16.80
H -20.42 8.32 18.19
H -19.77 6.79 17.63
C -14.26 9.42 16.98
O -15.54 8.87 16.73
N -13.77 9.64 18.20
N -13.46 9.80 16.07
H -14.53 9.53 18.92
H -12.98 10.15 18.51
H -13.68 9.68 15.06
H -12.76 10.54 16.25
C -14.36 15.97 18.48
C -14.61 14.49 18.20
C -13.57 13.66 18.83
O -15.70 14.10 18.67
H -13.50 16.41 18.02
H -14.28 16.09 19.55
H -15.15 16.67 18.18
H -14.56 14.35 17.19
H -13.46 13.78 19.93
H -12.58 13.87 18.49
H -13.61 12.63 18.59
H -16.45 14.26 18.11
C -9.77 15.01 22.46
C -10.60 14.11 21.58
C -11.78 13.63 22.43
O -10.92 14.50 20.44
H -10.33 15.87 22.58
H -8.84 15.25 21.84
H -9.36 14.59 23.36
H -10.11 13.12 21.45
H -11.35 13.05 23.25
H -12.56 13.10 21.87
H -12.31 14.51 22.80
H -10.96 13.73 19.88
C -13.06 7.76 23.72
C -14.41 7.86 23.02
C -15.08 9.15 23.45
O -14.29 7.81 21.76
H -13.11 7.19 24.64
H -12.64 8.74 24.02
H -12.29 7.34 23.08
H -15.04 7.05 23.25
H -16.03 9.30 22.97
H -14.44 9.99 23.19
H -15.20 9.14 24.49
H -14.55 6.94 21.42
C -15.53 12.09 13.71
C -16.54 11.47 14.77
C -16.15 11.94 16.15
O -17.72 11.72 14.57
H -14.51 11.76 14.07
H -15.60 13.18 13.74
H -15.68 11.56 12.77
H -16.46 10.43 14.70
H -15.09 11.87 16.39
H -16.73 11.37 16.89
H -16.45 12.99 16.27
H -18.29 11.07 14.97
C -17.02 4.97 19.18
C -16.32 6.01 20.10
C -17.46 6.63 20.98
O -15.43 5.60 20.85
H -17.36 4.10 19.73
H -16.40 4.66 18.35
H -17.98 5.36 18.88
H -16.02 6.87 19.40
H -17.14 7.40 21.64
H -17.83 5.84 21.58
H -18.34 7.05 20.44
H -15.02 4.84 20.42
*
```

Its orbital gap is 8.31 eV. The highest occupied orbital energy is -0.324 Eh. The energy above the lowest of the compared OMol25 structures with the same formula, charge and spin is 299.4 kcal per mole.

Löwdin atomic charge list, values in e, 4 entries: C -0.599; O -0.108; N 0.225; N 0.143